[1]
Molecular formula: C22H49N2NdO2P3
Method: DFT, wB97M-V/def2-TZVPD

Element x y z (Å)
H1 -4.74202 -0.45748 0.02380
C1 0.72196 -3.87718 2.08803
H2 -3.70540 0.71252 -0.84050
H3 4.17130 -3.11485 -5.39890
C2 -0.35630 2.81953 1.08276
H4 -1.76050 3.90160 3.12115
H5 0.77984 1.29672 3.18265
H6 0.86388 -4.26684 -1.90313
H7 -0.82101 3.08211 -1.62292
N1 -1.18471 3.63183 0.39655
P1 -0.70413 -2.40349 -1.94402
H8 3.77335 -3.07064 2.60534
C3 -2.77902 -2.13578 1.63525
H9 1.32299 -3.20447 -3.22010
H10 6.95435 -3.37741 -2.11908
C4 -3.75102 -0.30827 -0.43517
C5 -1.39437 5.01279 0.78296
H11 -2.96857 1.76111 1.60623
H12 0.34923 2.29248 -4.67809
H13 5.49470 -1.73011 -0.89845
C6 -2.15862 -3.43716 -1.54682
H14 -3.07307 -2.86650 -1.43838
H15 -0.36729 -3.77068 2.19114
H16 -0.38630 5.09870 3.08083
H17 -0.37539 3.80392 4.25494
C7 5.56083 -3.50896 -3.77901
H18 1.30494 2.79781 3.96625
H19 -3.84112 0.52901 2.55544
H20 2.66738 -1.64654 -4.04193
H21 -2.10917 0.83560 2.82067
C8 3.82772 -2.00123 -2.24976
C9 5.95253 -3.09888 -2.47591
Nd1 0.53608 -0.46239 -0.02577
O1 -0.03104 1.67604 0.54227
H22 -1.63533 5.63221 -0.07356
C10 2.23300 1.70620 -3.92448
H23 -0.65947 -0.63185 -3.62080
P2 1.46596 -2.19519 2.16349
H24 -0.17542 -4.23368 -3.33334
H25 -3.65020 -0.98219 -1.29873
C11 1.32477 -1.58276 3.90077
H26 -0.50477 5.47160 1.22128
H27 6.22374 -4.15404 -4.38218
C12 3.52317 -2.14240 -3.58150
H28 -2.32504 -4.17703 -2.32663
C13 4.40111 -2.94445 -4.33305
H29 2.06841 2.34353 2.43081
C14 5.10419 -2.29130 -1.73746
H30 1.82201 -0.60416 3.98090
H31 2.28890 0.78404 -4.55746
H32 -2.20314 2.26296 -0.82090
H33 0.99707 3.44245 -3.40361
H34 -1.42376 -2.10100 -4.26233
H35 1.73766 -2.23078 4.65981
H36 -2.31977 -1.02359 -3.15922
C15 0.44459 -3.61148 -2.68821
H37 3.47044 -2.96583 0.86227
O2 2.79398 -1.54894 -1.38103
H38 1.05724 -4.58136 2.84289
H39 -2.31959 3.99665 -1.30845
H40 3.13319 1.82406 -3.24522
C16 3.27723 -2.47402 1.83108
C17 1.12353 2.33033 2.99225
N2 0.09871 3.14223 2.31379
H41 -2.00901 -3.98671 -0.61183
C18 -1.34076 -1.45776 -3.38261
H42 -2.22846 5.12804 1.48270
C19 -1.65533 3.21477 -0.91921
H43 -3.78239 -2.08324 2.06989
H44 -2.04805 -2.34724 2.42907
C20 -0.65932 4.03238 3.21563
H45 -2.74118 -2.99488 0.95330
H46 3.23130 -1.19446 -0.54146
C21 1.16437 2.53304 -3.98318
H47 0.94296 -4.29943 1.09462
H48 3.74241 -1.48369 1.79471
P3 -2.40314 -0.52528 0.81009
H49 0.25945 -1.45381 4.13431
C22 -2.88885 0.75904 2.05050

HOMO level (spin up / spin down)	-15.971 / -15.972	eV
charge	+3
orbital gap (spin up / spin down)	0.240 / 0.249	Eh
LUMO (spin up / spin down)	-9.435 / -9.207	eV
energy above the lowest of the compared OMol25 structures with the same formula, charge and spin	20.4	kJ/mol
spin multiplicity	4



[2]
Molecular formula: C12H48O12
Method: DFT, wB97M-V/def2-TZVPD

Element x y z (Å)
O1 -24.16902 14.32219 -16.38017
C1 -23.72776 9.80807 -8.83759
H1 -24.13967 14.88066 -17.15750
H2 -25.57047 15.20498 -13.92442
H3 -27.84489 13.23126 -12.51807
H4 -26.59947 8.96962 -14.75520
O2 -24.87280 5.53549 -10.10698
H5 -25.84218 14.29841 -8.55259
O3 -24.18192 13.72912 -9.73689
O4 -28.52763 8.74060 -11.94206
H6 -28.94417 12.27738 -11.46411
H7 -23.81313 7.02870 -9.20403
H8 -19.36834 12.81865 -13.35065
H9 -26.00661 12.81720 -9.42139
O5 -22.76166 10.48655 -12.38316
H10 -25.73782 10.08358 -15.85782
C2 -26.59579 9.97925 -15.19150
H11 -27.47204 7.53486 -10.69108
O6 -27.75186 10.18356 -15.96226
H12 -26.09059 14.00982 -16.84810
H13 -21.63663 7.98991 -14.83279
C3 -24.15685 10.71326 -12.55530
H14 -26.50313 10.59876 -14.29795
H15 -24.92113 12.80318 -8.08020
O7 -21.37666 12.60704 -13.54342
H16 -19.91814 11.13906 -13.81610
H17 -24.65656 9.92111 -9.41390
H18 -24.33882 10.94747 -13.60810
H19 -22.25275 11.11053 -12.93386
H20 -24.96092 5.01311 -9.30918
H21 -21.33201 8.39183 -12.43912
O8 -19.48188 7.51011 -12.82669
H22 -24.95624 13.71307 -13.23809
H23 -19.98256 8.85482 -11.27209
H24 -20.31541 9.08066 -14.65159
H25 -23.94416 15.21059 -13.34970
H26 -26.25634 15.26614 -11.72014
H27 -23.59891 10.79007 -8.37281
H28 -29.31284 8.19566 -11.84340
H29 -20.81505 7.31294 -11.27688
O9 -25.34780 15.48036 -11.95292
O10 -22.63228 9.38396 -9.60746
H30 -18.59480 7.74680 -12.55194
H31 -25.52484 7.23758 -9.11373
H32 -22.74479 9.69342 -10.51957
H33 -25.34024 12.86926 -15.51095
C4 -24.92805 14.80033 -13.12629
C5 -24.72681 6.90715 -9.78829
C6 -25.26737 13.43529 -8.89181
H34 -25.02844 12.68895 -17.24109
O11 -28.53033 11.38817 -13.28171
C7 -28.14034 12.23566 -12.20498
H35 -20.61404 8.47280 -16.19813
H36 -24.63643 9.78989 -12.23616
H37 -27.29802 11.72114 -11.72315
H38 -28.65708 10.48368 -12.96968
C8 -20.10446 12.02124 -13.20246
H39 -21.30942 12.98366 -14.42466
O12 -22.08413 9.85829 -15.61253
H40 -24.55238 11.57555 -12.00834
H41 -24.46327 14.19545 -10.53307
H42 -22.63317 9.92878 -14.82292
H43 -28.40794 10.69390 -15.47652
C9 -27.76499 8.58726 -10.74526
H44 -24.69499 7.60748 -10.61583
H45 -26.89875 9.24071 -10.69875
H46 -23.95276 9.07141 -8.06670
C10 -20.41408 8.10249 -11.92892
C11 -21.15333 8.84306 -15.32340
H47 -28.36598 8.76765 -9.84728
C12 -25.27697 13.40410 -16.44947
H48 -20.06552 11.78974 -12.14014

HOMO level	-9.882	eV
structure (SMILES)	CO.CO.CO.CO.CO.CO.CO.CO.CO.CO.CO.CO
charge	0
orbital gap	0.377	Eh
LUMO	0.372	eV
energy above the lowest of the compared OMol25 structures with the same formula, charge and spin	592.7	kJ/mol



[3]
Molecular formula: C17H60N18O17
Method: DFT, wB97M-V/def2-TZVPD

Element x y z (Å)
H1 -19.55523 -9.44908 7.11551
H2 -11.50092 -15.94270 7.98690
H3 -24.53953 -16.48094 1.61485
H4 -12.49798 -14.39966 4.56122
H5 -10.48999 -10.81301 2.87306
H6 -19.55165 -11.22430 5.14999
H7 -16.95879 -15.47194 3.63490
H8 -21.14071 -18.51982 4.69402
O1 -19.31637 -14.92063 3.01031
H9 -18.18615 -11.43706 -4.77889
H10 -18.50895 -16.00641 -1.42201
H11 -20.84852 -10.27193 -3.76983
H12 -19.05967 -19.66044 5.04042
O2 -17.01316 -9.02280 1.72993
C1 -18.29039 -14.42740 2.55337
N1 -15.10009 -20.73328 5.29484
H13 -21.07134 -19.21728 6.30324
C2 -17.64345 -7.99546 1.40271
H14 -17.55381 -9.58502 -3.86058
N2 -14.16502 -11.59574 -1.94116
C3 -20.04420 -11.00459 -3.70374
C4 -23.54607 -16.92702 1.66127
H15 -17.52043 -10.05966 4.47728
N3 -13.48232 -20.68491 3.81297
H16 -23.65929 -11.83902 2.76914
O3 -16.43837 -13.77165 10.05145
C5 -18.27098 -15.95028 -3.31550
H17 -20.46153 -11.99171 -3.90258
N4 -12.58459 -15.12247 5.26133
H18 -19.08354 -7.21145 0.31213
H19 -19.47529 -7.40535 6.30241
H20 -19.43291 -10.57763 -5.65342
H21 -18.76298 -8.84762 0.10994
C6 -23.22218 -10.58526 1.22810
O4 -20.19999 -7.91327 5.93035
O5 -17.61730 -15.80871 -4.33993
N5 -11.98705 -15.95572 7.10168
H22 -16.48544 -12.40171 7.26426
H23 -16.51093 -13.87643 2.98376
C7 -14.38120 -20.00944 4.49191
C8 -22.67538 -16.32629 0.44131
H24 -22.54589 -15.25728 0.61026
H25 -13.81647 -9.81828 2.60720
N6 -16.69495 -13.13582 7.92554
O6 -13.20701 -12.92621 -3.44896
H26 -13.86054 -13.31615 -0.57203
H27 -14.53465 -11.60742 -1.00131
H28 -23.90676 -10.09272 2.97436
O7 -23.84079 -18.37384 1.39200
N7 -19.55756 -16.08928 -3.23125
H29 -23.22115 -16.52186 -0.48173
N8 -15.83665 -11.72325 9.30428
N9 -13.87258 -13.68520 -1.51212
C9 -16.34806 -12.94577 9.17160
C10 -20.05636 -9.33024 6.15486
C11 -20.62556 -18.46456 5.65301
H30 -23.20525 -8.69295 1.87898
C12 -19.11750 -18.67897 5.51103
H31 -15.69066 -11.21346 8.44468
C13 -12.51502 -11.29891 2.53567
H32 -10.97071 -12.47675 2.91676
O8 -18.27767 -9.41434 -4.46761
H33 -14.07411 -10.75889 -2.49930
H34 -19.00063 -13.29477 1.15838
H35 -20.04019 -16.28616 -4.09636
H36 -13.56943 -21.69093 3.83379
H37 -17.30981 -13.11222 1.29053
N10 -23.58096 -10.88672 2.44189
H38 -17.31181 -13.91978 7.76750
H39 -21.07076 -16.63435 1.48436
H40 -15.76768 -11.26919 10.20381
H41 -20.25750 -11.65603 -1.93168
C14 -11.79046 -14.99007 6.24268
H42 -19.04494 -18.60313 7.37273
O9 -13.29513 -12.20801 2.27658
H43 -13.14434 -15.95958 5.18379
C15 -19.33711 -10.15900 5.06509
N11 -17.15421 -14.64869 3.08338
H44 -23.12913 -16.63491 2.62508
H45 -19.67611 -9.78037 4.10082
O10 -22.91925 -11.33352 0.31030
H46 -17.16488 -6.69710 2.81860
N12 -23.24246 -9.25872 1.04314
O11 -17.96871 -10.19558 5.31523
H47 -18.30611 -6.22573 1.51029
H48 -15.82625 -20.27668 5.82805
H49 -21.04145 -9.78242 6.26991
O12 -14.63642 -18.88041 4.24151
N13 -17.76731 -6.90071 2.03393
H50 -14.96551 -21.72026 5.46176
C16 -18.91302 -10.62896 -4.69677
N14 -11.20746 -11.51112 2.73895
H51 -16.85403 -15.46631 -2.01797
N15 -18.38935 -7.94344 0.36087
H52 -13.50419 -14.60284 -1.71786
H53 -12.88071 -16.42393 7.05431
H54 -20.16012 -16.09817 -2.42073
O13 -10.99690 -14.11292 6.36285
N16 -17.79899 -15.80998 -2.11301
H55 -22.99863 -8.90417 0.12939
O14 -21.35842 -16.90364 0.60895
H56 -20.74317 -16.55694 5.67570
C17 -13.76567 -12.73735 -2.38442
H57 -13.05029 -20.17000 3.05910
H58 -12.18246 -9.51064 3.28742
N17 -12.83120 -10.01857 2.70327
O15 -19.60444 -11.14314 -2.41339
O16 -18.41111 -18.93107 6.73062
N18 -18.16362 -13.46746 1.69660
H59 -18.70497 -17.90290 4.86634
H60 -24.53053 -18.62924 2.00894
O17 -20.97409 -17.28281 6.25999

HOMO level	-9.195	eV
charge	0
orbital gap	0.329	Eh
LUMO	-0.232	eV
energy above the lowest of the compared OMol25 structures with the same formula, charge and spin	797.4	kJ/mol



[4]
Molecular formula: C6H8N
Method: DFT, wB97M-V/def2-TZVPD

Element x y z (Å)
H1 -1.60480 -0.66362 1.54870
C1 0.45958 -0.23617 -1.68055
C2 0.36765 -1.15639 0.97350
H2 1.08004 -1.90390 0.87124
C3 -1.06861 -1.56675 1.08181
C4 0.41154 3.49056 -0.44042
N1 0.42377 0.96310 -0.42901
H3 -0.50104 -0.34200 -2.28386
H4 1.39910 -0.35332 -2.25072
H5 -1.19511 -2.53094 1.74444
C5 0.51496 2.28918 -0.37929
H6 0.03493 4.52165 -0.40874
H7 -1.37654 -1.78149 0.05738
C6 0.44384 -0.26696 -0.17158
H8 0.61068 -0.46294 1.76710

HOMO level	-14.844	eV
structure (SMILES)	C#C[N+]1=C(CC)C1
charge	+1
orbital gap	0.358	Eh
LUMO	-5.108	eV
energy above the lowest of the compared OMol25 structures with the same formula, charge and spin	625.9	kJ/mol



[5]
Molecular formula: C9H14N
Method: DFT, wB97M-V/def2-TZVPD

Element x y z (Å)
H1 -0.17385 2.88163 -0.95890
C1 0.14272 -1.51837 -0.17778
N1 -2.16909 -1.52214 0.69219
H2 1.14987 3.55805 0.15267
H3 -2.97228 -1.68840 0.20520
H4 -2.19406 -1.08995 1.60478
C2 1.33310 -0.89054 -0.00843
H5 -0.94728 0.34755 -1.95029
H6 0.27340 -2.65251 -0.43302
H7 2.78398 -1.59044 1.23221
H8 2.17730 1.15880 -0.30630
H9 3.35903 -0.67595 -0.06531
H10 3.01269 -2.33546 -0.31642
H11 -1.67126 1.32341 0.89239
C3 0.33104 1.36893 0.12318
C4 -1.02488 0.80839 0.22232
C5 -1.59999 0.23670 -1.10117
H12 -1.80281 -2.58255 0.75800
C6 2.72895 -1.46921 0.14549
H13 -0.57604 3.14953 0.69812
C7 1.39337 0.59558 -0.10717
H14 -2.63183 0.39703 -1.31989
C8 0.25458 2.89314 0.09377
C9 -1.17664 -0.70325 -0.07564

HOMO level	-11.932	eV
structure (SMILES)	CC1=C[C@]2([NH3+])C[C@@H]2C(C)=C1
charge	+1
orbital gap	0.312	Eh
LUMO	-3.445	eV
energy above the lowest of the compared OMol25 structures with the same formula, charge and spin	335.2	kJ/mol



Number 1: total energy -73803.5587 eV. Number 2: total energy -37786.3688 eV. Number 3: total energy -80232.2267 eV. Number 4: total energy -7829.2016 eV. Number 5: total energy -11040.3455 eV.